# 1
95
Properties=species:S:1:pos:R:3:lowdin_charge:R:1 method="wB97M-V/def2-TZVPD" homo_lumo_gap_ev=8.46 e_homo_ev=-9.0 max_force_ev_per_a=2.59 de_lowest_ev=0.232 smiles="C#CC[C@H]1[C@@H](P(=O)(O)O)COS(=O)(=O)[C@H]1C[C@H](C)I.c1ccccc1.c1ccccc1.c1ccccc1.c1ccccc1.c1ccccc1" energy_ev=-82735.604
I 4.04240 -3.87174 0.18975 0.89
S -0.24983 -0.62087 -0.45857 0.66
P -3.21482 -4.27421 -0.86795 0.46
O -2.39834 -5.63833 -0.88957 -0.09
O -4.15239 -4.20573 0.24728 -0.23
O -1.42960 -0.96968 0.54197 -0.20
O -0.81083 0.16437 -1.52596 -0.26
O -3.99118 -4.24246 -2.27690 -0.12
O 0.75034 0.04675 0.30702 -0.26
C 1.84158 -2.31251 -1.18367 -0.23
C 2.20201 3.99762 -0.39968 -0.08
C 1.11601 3.23439 -0.80947 -0.08
C 0.31086 -2.16060 -1.19631 -0.28
C 0.20364 3.75835 -1.71342 -0.10
C 7.40524 -1.09882 -2.43121 -0.09
C -9.20322 -4.54773 0.15570 -0.10
C 4.11133 2.94604 5.26054 -0.10
C 3.87920 2.07579 3.03183 -0.10
C -0.58055 -3.31512 -0.67445 -0.27
C -10.06238 -5.05074 -0.81189 -0.10
C -0.41320 -3.72959 0.80433 -0.15
C -2.04143 -2.87883 -0.92460 -0.29
C 7.06885 -1.39086 -1.11672 -0.11
C -8.23026 -5.19668 -2.36048 -0.10
C -3.17138 5.07892 0.35038 -0.09
C -7.85850 -4.36519 -0.13621 -0.09
C 3.50218 -0.93781 0.18069 -0.18
C -2.15813 6.01031 0.17294 -0.09
C -2.39821 7.35271 0.43122 -0.09
C 0.44843 -4.87937 1.00522 -0.15
C -7.37235 -4.68801 -1.39483 -0.09
C -2.50444 -1.75553 -0.00150 -0.17
C -9.57584 -5.37663 -2.07000 -0.10
C 2.55982 1.73516 3.30159 -0.09
C 2.01844 1.99999 4.55147 -0.09
C -3.64924 7.76299 0.87125 -0.10
C 2.79435 2.60306 5.53143 -0.10
C 8.23526 0.57885 -0.38136 -0.10
C 1.08848 -5.86658 1.21294 0.09
C 2.63240 -2.21126 0.14117 -0.69
C 4.65333 2.68320 4.01043 -0.10
C 7.48319 -0.55114 -0.09200 -0.10
C 0.37761 5.04326 -2.21045 -0.12
C -4.42367 5.48878 0.78727 -0.10
C 1.46423 5.80496 -1.80320 -0.10
C -4.66165 6.83063 1.05041 -0.10
C 2.37585 5.28267 -0.89531 -0.09
C 8.57569 0.86768 -1.69566 -0.10
C 8.15990 0.02973 -2.72069 -0.10
H 9.16556 1.74665 -1.92111 0.10
H 8.55625 1.23490 0.41754 0.10
H -0.64495 3.16302 -2.02679 0.10
H -7.18480 -3.97428 0.61526 0.10
H -9.58209 -4.29915 1.13877 0.10
H -0.36980 -4.17580 -1.30137 0.14
H 2.37212 2.80633 6.50704 0.10
H -6.32584 -4.54262 -1.61918 0.07
H -1.39658 -4.03282 1.17452 0.12
H 2.21260 -1.51018 -1.81666 0.12
H 5.68025 2.95219 3.79858 0.10
H 0.98968 1.73717 4.76121 0.10
H 2.00739 -2.22460 1.02232 0.07
H -1.18286 5.68861 -0.16393 0.08
H 1.75892 -6.57516 1.63932 0.03
H 8.42388 0.25642 -3.74560 0.10
H -11.11170 -5.18953 -0.58502 0.10
H 3.22004 5.87846 -0.57221 0.10
H 1.59912 6.80683 -2.19077 0.10
H 4.39157 -1.17556 0.75682 0.02
H 2.05676 -3.22888 -1.72343 0.08
H -3.21662 -1.11548 -0.51264 0.14
H -3.83545 8.80974 1.07500 0.10
H -5.21459 4.76221 0.92342 0.10
H 4.30469 1.86680 2.05766 0.09
H 7.07859 -1.75140 -3.23094 0.10
H -0.33777 5.45280 -2.91254 0.10
H -2.06994 -2.50642 -1.95273 0.12
H -3.03184 -2.18652 0.84373 0.12
H -5.63665 7.14994 1.39563 0.10
H 2.91240 3.59045 0.30926 0.09
H 4.71536 3.41908 6.02397 0.10
H 3.85377 -0.65728 -0.80562 0.08
H -10.24518 -5.77126 -2.82379 0.10
H -2.98291 4.03189 0.14817 0.10
H -3.45052 -3.88347 -2.99187 0.08
H -2.14461 -5.90434 -1.78228 0.10
H -0.12561 -2.89959 1.44318 0.12
H 0.04000 -2.04815 -2.24119 0.13
H 1.95275 1.26302 2.53778 0.09
H 3.01086 -0.12861 0.70607 0.05
H -1.60853 8.07959 0.28947 0.10
H 7.21908 -0.77811 0.93348 0.10
H 0.98196 2.23448 -0.42282 0.07
H 6.47858 -2.26917 -0.88835 0.04
H -7.84988 -5.45332 -3.34131 0.10

***

# 2
45
Properties=species:S:1:pos:R:3:lowdin_charge:R:1 method="wB97M-V/def2-TZVPD" homo_lumo_gap_ev="7.87 / 4.39" total_charge=+4 e_homo_ev="-20.6 / -20.6" max_force_ev_per_a=5.76 de_lowest_ev=1.584 spin_multiplicity=6 energy_ev=-31377.427
Ir -0.17236 -1.52958 0.74502 1.37
N 1.43108 -0.66054 -0.20115 -0.16
N -0.71530 -1.84162 -1.18566 -0.08
N -1.05583 2.22663 -1.14654 0.13
N -0.39226 1.78976 -2.29601 0.01
N 1.49639 -0.05980 -1.45237 -0.02
N -0.58975 -0.97467 -2.26125 0.05
C 0.56171 -0.36825 3.47949 0.07
C 0.63835 0.22242 4.77172 -0.16
C 2.65357 -0.52749 0.37400 -0.07
C 0.28124 0.26557 7.56247 0.08
C -1.41252 3.50086 -1.31726 -0.05
C -2.10133 -1.62651 1.26122 -0.17
C 1.71676 -0.09419 5.63586 0.13
C -1.02461 3.94506 -2.60776 0.13
C -1.76999 -2.76091 -2.94187 0.15
C 0.18403 -1.06186 2.49472 -0.16
C 1.48528 -0.18372 7.00855 0.11
C -1.11272 -1.59687 -3.35138 0.12
C -0.40248 2.81315 -3.20759 0.08
C -0.61501 0.94810 6.72801 0.10
C 2.80208 0.19071 -1.73396 0.01
C 3.55956 -0.05512 -0.59442 0.03
C -0.39780 1.01948 5.34878 0.14
C -1.54312 -2.86333 -1.55888 -0.01
B 0.29273 0.31204 -2.39636 -0.39
H -2.90284 -2.13245 0.71441 0.09
H -0.96874 -1.12968 -4.32891 0.18
H -1.12138 -2.46602 1.46365 0.01
H -2.37576 -3.43175 -3.54379 0.17
H -1.15630 4.94977 -3.00209 0.16
H 0.03363 2.70767 -4.21303 0.17
H -1.92111 4.05155 -0.52053 0.14
H -1.96322 -0.62006 0.80462 0.07
H 2.69606 -0.33666 5.21967 0.17
H -2.30096 -1.45462 2.31958 0.07
H 3.05728 0.54639 -2.73109 0.16
H -1.96796 -3.52061 -0.80877 0.14
H 2.73437 -0.70395 1.43040 0.11
H 0.06422 0.12073 8.62473 0.16
H -1.05575 1.61719 4.71087 0.17
H 4.61722 0.13086 -0.51307 0.13
H 0.75419 0.39568 -3.53043 0.14
H -1.50306 1.40292 7.16529 0.16
H 2.23426 -0.62326 7.66090 0.17